(1)
{"formula": "C16H32AlBrNO5PS", "method": "ωB97M-V with the def2-TZVPD basis set", "charge": 0, "e_lumo_ev": -3.959, "homo_ha": -0.303, "elements": ["C", "C", "C", "C", "C", "C", "C", "N", "C", "C", "O", "P", "S", "H", "H", "H", "H", "H", "H", "H", "H", "H", "H", "H", "H", "H", "H", "H", "Al", "C", "O", "C", "C", "O", "C", "H", "H", "H", "H", "H", "H", "H", "H", "H", "H", "C", "C", "O", "C", "H", "H", "H", "H", "H", "H", "O", "H", "Br"], "coordinates": [[4.73, 1.49, -0.43], [4.23, 1.27, -1.50], [3.51, 1.04, -2.75], [2.76, -0.31, -2.81], [3.35, -1.43, -1.92], [2.82, -1.47, -0.47], [1.26, -1.48, -0.33], [0.72, -0.41, 0.53], [-0.45, 0.16, 0.04], [-0.77, 1.64, 0.34], [-1.27, -0.48, -0.58], [2.14, 2.35, -2.75], [0.84, 2.07, -4.16], [4.91, 1.77, 0.60], [2.86, -0.67, -3.86], [1.67, -0.16, -2.68], [3.06, -2.39, -2.39], [4.45, -1.42, -1.93], [3.23, -0.67, 0.17], [3.20, -2.41, -0.02], [0.99, -2.43, 0.15], [0.82, -1.51, -1.33], [1.42, 0.29, 0.77], [-0.57, 1.87, 1.40], [-0.13, 2.30, -0.28], [-1.81, 1.88, 0.09], [1.54, 2.26, -1.46], [2.89, 3.60, -2.89], [4.10, 2.40, -4.33], [-7.28, -0.96, -0.53], [-6.14, -1.45, 0.15], [-4.92, -1.11, -0.51], [-4.22, 0.04, 0.19], [-4.95, 1.25, 0.05], [-5.66, 1.60, 1.23], [-8.14, -1.11, 0.12], [-7.19, 0.10, -0.75], [-7.44, -1.52, -1.45], [-5.10, -0.87, -1.56], [-4.27, -1.99, -0.47], [-3.25, 0.19, -0.29], [-4.04, -0.20, 1.24], [-4.97, 1.92, 2.01], [-6.26, 0.76, 1.59], [-6.33, 2.43, 0.99], [2.55, 0.07, 5.07], [2.38, -1.13, 4.18], [2.98, -1.23, 3.13], [1.43, -2.21, 4.64], [3.25, 0.76, 4.62], [1.59, 0.58, 5.20], [2.93, -0.24, 6.05], [0.43, -1.80, 4.75], [1.77, -2.62, 5.60], [1.41, -3.01, 3.91], [5.03, -0.91, -4.75], [4.82, -1.53, -5.46], [3.11, 5.07, -4.15]]}



(2)
{"formula": "C16H32CeO3P", "method": "ωB97M-V with the def2-TZVPD basis set", "charge": 2, "e_lumo_ev": [-8.538, -9.408], "homo_ha": [-0.554, -0.555], "s2": 0.8879, "multiplicity": 2, "relative_energy_kj_mol": 402.85, "elements": ["C", "H", "H", "H", "C", "H", "H", "C", "H", "H", "H", "C", "C", "C", "C", "C", "C", "C", "C", "C", "C", "Ce", "H", "H", "H", "H", "H", "H", "H", "H", "H", "H", "H", "H", "H", "H", "H", "C", "O", "P", "O", "C", "O", "C", "H", "H", "H", "H", "H", "H", "H", "H", "H"], "coordinates": [[-2.54, -1.12, -0.16], [-3.31, -0.45, 0.26], [-2.81, -1.44, -1.18], [0.40, 1.90, -0.47], [-2.26, -2.28, 0.77], [-1.41, -2.87, 0.37], [-1.91, -1.88, 1.74], [-3.43, -3.24, 1.07], [-3.10, -3.98, 1.81], [-4.28, -2.69, 1.48], [-3.75, -3.76, 0.16], [1.65, -0.03, -1.46], [1.12, -1.35, -1.23], [-0.02, -1.52, -2.08], [-0.26, -0.28, -2.77], [0.81, 0.62, -2.44], [1.03, 1.98, -3.00], [-1.43, 0.03, -3.65], [-0.69, -2.81, -2.41], [1.85, -2.43, -0.51], [2.90, 0.52, -0.88], [-0.62, 0.40, -0.36], [-1.60, 1.11, -3.72], [-1.25, -0.34, -4.67], [-2.35, -0.44, -3.29], [0.07, 2.46, -3.24], [1.57, 2.61, -2.29], [1.61, 1.94, -3.94], [3.45, -0.26, -0.34], [3.55, 0.92, -1.68], [2.71, 1.35, -0.17], [1.23, -3.33, -0.39], [2.75, -2.74, -1.07], [2.18, -2.10, 0.48], [-1.75, -2.83, -2.12], [-0.65, -3.00, -3.49], [-0.19, -3.65, -1.91], [1.59, 0.53, 4.67], [1.59, 1.60, 3.69], [1.38, 1.25, 2.09], [-0.34, 1.42, 1.92], [-1.13, 2.29, 2.77], [1.90, 2.66, 1.42], [1.33, 3.97, 1.59], [2.20, -0.32, 4.34], [0.57, 0.19, 4.87], [2.02, 0.96, 5.59], [-1.52, 3.12, 2.18], [-1.95, 1.69, 3.18], [-0.52, 2.67, 3.59], [0.50, 4.11, 0.88], [1.00, 4.16, 2.63], [2.15, 4.65, 1.34]]}



(3)
{"formula": "C16H32Cl10InN2OS", "method": "ωB97M-V with the def2-TZVPD basis set", "charge": -1, "e_lumo_ev": 1.893, "homo_ha": -0.156, "elements": ["In", "C", "C", "C", "C", "S", "C", "N", "N", "C", "O", "H", "H", "H", "H", "H", "H", "H", "H", "H", "H", "H", "H", "Cl", "C", "C", "Cl", "H", "H", "H", "H", "Cl", "C", "C", "Cl", "H", "H", "H", "H", "Cl", "C", "C", "Cl", "H", "H", "H", "H", "Cl", "C", "C", "Cl", "H", "H", "H", "H", "Cl", "C", "C", "Cl", "H", "H", "H", "H"], "coordinates": [[0.11, -0.02, -5.56], [-0.22, -0.47, -3.36], [0.41, 0.67, -2.53], [1.68, 0.28, -1.77], [2.69, -0.50, -2.60], [4.07, 0.49, -3.29], [4.71, 1.23, -1.84], [5.50, 0.80, -0.93], [5.65, 1.85, -0.03], [4.95, 2.81, -0.45], [4.31, 2.50, -1.61], [1.31, 1.33, -5.60], [0.78, -1.43, -6.42], [-1.36, 0.59, -6.34], [0.24, -1.43, -3.12], [-1.29, -0.50, -3.19], [0.62, 1.55, -3.15], [-0.31, 1.01, -1.79], [2.11, 1.19, -1.36], [1.40, -0.34, -0.92], [3.16, -1.25, -1.97], [2.25, -1.04, -3.44], [4.80, 3.78, -0.02], [1.57, 0.36, 3.02], [2.94, 1.45, 2.72], [3.73, 1.70, 3.98], [2.82, 2.66, 5.18], [2.55, 2.38, 2.30], [3.58, 0.98, 1.98], [4.63, 2.27, 3.74], [4.03, 0.77, 4.45], [-3.44, -1.07, -5.47], [-4.96, -1.28, -4.56], [-4.75, -1.16, -3.08], [-3.82, -2.53, -2.42], [-5.38, -2.25, -4.82], [-5.64, -0.50, -4.91], [-5.71, -1.16, -2.56], [-4.23, -0.24, -2.83], [-8.11, -0.45, -3.16], [-9.18, -0.25, -1.75], [-9.13, 1.15, -1.19], [-7.56, 1.50, -0.44], [-8.90, -0.99, -1.01], [-10.20, -0.47, -2.09], [-9.89, 1.26, -0.42], [-9.31, 1.89, -1.96], [6.57, 0.13, 3.73], [7.43, -0.88, 4.92], [6.51, -1.87, 5.58], [5.32, -1.07, 6.64], [7.90, -0.22, 5.65], [8.21, -1.41, 4.38], [7.08, -2.55, 6.20], [5.96, -2.45, 4.84], [-4.06, -1.16, 5.45], [-2.32, -1.33, 5.06], [-2.00, -0.79, 3.69], [-2.68, -1.79, 2.39], [-2.06, -2.38, 5.15], [-1.77, -0.76, 5.81], [-0.92, -0.80, 3.54], [-2.35, 0.22, 3.56]]}



(4)
{"formula": "C16H32Cl16", "method": "ωB97M-V with the def2-TZVPD basis set", "charge": 0, "e_lumo_ev": -0.077, "smiles": "ClCCCl.ClCCCl.ClCCCl.ClCCCl.ClCCCl.ClCCCl.ClCCCl.ClCCCl", "homo_ha": -0.378, "relative_energy_kj_mol": 228.66, "elements": ["Cl", "C", "C", "Cl", "H", "H", "H", "H", "Cl", "C", "C", "Cl", "H", "H", "H", "H", "Cl", "C", "C", "Cl", "H", "H", "H", "H", "Cl", "C", "C", "Cl", "H", "H", "H", "H", "Cl", "C", "C", "Cl", "H", "H", "H", "H", "Cl", "C", "C", "Cl", "H", "H", "H", "H", "Cl", "C", "C", "Cl", "H", "H", "H", "H", "Cl", "C", "C", "Cl", "H", "H", "H", "H"], "coordinates": [[12.80, 5.23, 10.94], [14.22, 4.89, 9.88], [15.01, 6.17, 9.68], [16.33, 5.68, 8.56], [13.82, 4.62, 8.90], [14.81, 4.13, 10.40], [15.36, 6.47, 10.67], [14.40, 6.88, 9.14], [15.99, 9.27, 9.03], [15.93, 11.01, 8.95], [14.66, 11.68, 9.44], [14.15, 11.13, 11.18], [16.16, 11.31, 7.93], [16.82, 11.23, 9.54], [13.84, 11.56, 8.73], [14.80, 12.76, 9.49], [19.34, 10.62, 4.73], [18.86, 12.17, 4.08], [19.57, 13.32, 4.76], [21.32, 13.11, 4.55], [17.78, 12.24, 4.23], [19.04, 12.29, 3.02], [19.36, 13.21, 5.82], [19.22, 14.28, 4.40], [21.04, 3.43, 0.40], [20.29, 3.72, 1.93], [18.81, 3.68, 1.96], [18.13, 2.13, 1.34], [20.64, 4.69, 2.26], [20.87, 3.13, 2.63], [18.42, 4.53, 1.38], [18.47, 3.91, 2.97], [15.59, 3.25, 3.50], [14.19, 3.79, 4.42], [13.02, 2.79, 4.70], [13.60, 1.63, 5.91], [13.84, 4.55, 3.72], [14.47, 4.33, 5.33], [12.56, 2.18, 3.92], [12.10, 3.08, 5.20], [21.38, 6.11, 8.62], [20.13, 6.96, 7.68], [19.42, 6.13, 6.65], [20.67, 5.21, 5.60], [20.56, 7.83, 7.18], [19.37, 7.24, 8.41], [18.85, 6.77, 5.98], [18.70, 5.42, 7.05], [14.24, 11.77, 5.61], [12.88, 12.43, 4.68], [12.12, 13.39, 5.60], [13.11, 14.59, 6.38], [12.22, 11.61, 4.38], [13.21, 12.87, 3.74], [11.47, 12.95, 6.35], [11.40, 13.98, 5.03], [14.39, 6.99, 5.41], [15.89, 8.08, 5.59], [16.64, 7.99, 4.30], [17.24, 6.42, 4.02], [16.45, 7.81, 6.49], [15.33, 9.01, 5.71], [17.54, 8.60, 4.20], [16.08, 8.34, 3.43]]}



(5)
{"formula": "C16H32ClFeN4O2P", "method": "ωB97M-V with the def2-TZVPD basis set", "charge": 0, "e_lumo_ev": [0.502, 0.497], "homo_ha": [-0.175, -0.223], "s2": 6.0199, "multiplicity": 5, "elements": ["Fe", "N", "C", "O", "C", "C", "H", "H", "H", "H", "H", "H", "O", "P", "N", "C", "C", "C", "C", "N", "C", "C", "C", "C", "N", "C", "C", "C", "C", "H", "H", "H", "H", "H", "H", "H", "H", "H", "H", "H", "H", "H", "H", "H", "H", "H", "H", "H", "H", "H", "H", "H", "H", "Cl", "C", "H", "H"], "coordinates": [[-2.21, 1.02, 0.64], [-5.51, 2.30, -1.42], [-4.33, 2.23, -0.74], [-4.18, 1.43, 0.22], [-3.24, 3.23, -1.26], [-1.95, 2.97, -0.50], [-6.34, 1.88, -0.97], [-5.64, 3.06, -1.98], [-3.62, 4.29, -1.11], [-3.18, 3.00, -2.34], [-1.53, 3.79, 0.11], [-1.25, 2.48, -1.19], [-0.80, 0.19, -0.43], [0.49, -0.62, -0.29], [0.06, -2.06, 0.34], [0.93, -3.17, 0.81], [0.18, -3.80, 1.95], [-1.27, -3.25, 1.89], [-1.39, -2.47, 0.63], [1.20, -0.81, -1.73], [0.67, -0.45, -3.10], [1.93, -0.44, -3.97], [3.11, -0.98, -3.16], [2.54, -1.50, -1.87], [1.58, 0.12, 0.69], [1.58, -0.06, 2.20], [2.63, 0.94, 2.79], [3.06, 1.76, 1.57], [2.12, 1.47, 0.38], [1.88, -2.82, 1.16], [0.95, -3.96, 0.04], [0.73, -3.68, 2.92], [0.22, -4.90, 1.86], [-1.49, -2.63, 2.76], [-2.02, -4.06, 1.97], [-1.96, -1.52, 0.71], [-1.69, -2.93, -0.33], [0.18, 0.54, -3.14], [0.01, -1.26, -3.46], [2.09, 0.60, -4.33], [1.72, -1.02, -4.87], [3.89, -0.23, -2.90], [3.72, -1.79, -3.66], [3.17, -1.20, -1.00], [2.44, -2.58, -1.77], [1.95, -1.05, 2.54], [0.60, 0.24, 2.63], [3.42, 0.33, 3.20], [2.15, 1.52, 3.58], [4.12, 1.57, 1.42], [3.08, 2.80, 1.78], [2.66, 1.42, -0.60], [1.25, 2.20, 0.39], [-3.04, 0.84, 3.35], [-2.12, 2.02, 2.44], [-1.05, 1.97, 2.65], [-2.49, 3.05, 2.52]]}



(6)
{"formula": "C16H32ClNiO10", "method": "ωB97M-V with the def2-TZVPD basis set", "charge": 1, "e_lumo_ev": [-5.236, -6.190], "homo_ha": [-0.423, -0.422], "s2": 2.0048, "multiplicity": 3, "relative_energy_kj_mol": 0.00, "elements": ["Ni", "Cl", "C", "C", "O", "C", "O", "O", "C", "H", "H", "H", "H", "H", "H", "H", "H", "C", "C", "O", "C", "O", "O", "C", "H", "H", "H", "H", "H", "H", "H", "H", "C", "C", "O", "C", "O", "O", "C", "H", "H", "H", "H", "H", "H", "H", "H", "C", "C", "C", "O", "C", "H", "H", "H", "H", "H", "H", "H", "H"], "coordinates": [[-22.89, 8.78, -7.49], [-21.98, 6.63, -7.64], [-22.60, 3.00, -7.50], [-22.93, 1.94, -8.55], [-23.36, 2.57, -9.76], [-24.64, 2.87, -9.83], [-25.51, 2.54, -9.06], [-24.84, 3.60, -10.93], [-26.11, 4.17, -11.12], [-21.91, 2.71, -6.71], [-23.49, 3.29, -6.95], [-22.20, 3.94, -7.90], [-23.54, 1.14, -8.15], [-22.01, 1.42, -8.84], [-26.32, 4.94, -10.38], [-26.91, 3.43, -11.00], [-26.21, 4.62, -12.10], [-17.55, 7.83, -9.15], [-18.93, 8.35, -8.78], [-18.78, 9.45, -7.86], [-19.81, 9.98, -7.31], [-20.98, 9.65, -7.47], [-19.43, 11.00, -6.57], [-20.42, 11.86, -5.99], [-17.05, 7.27, -8.36], [-16.82, 8.61, -9.39], [-17.64, 7.21, -10.04], [-19.50, 7.56, -8.29], [-19.44, 8.68, -9.69], [-20.95, 11.33, -5.21], [-21.00, 12.30, -6.80], [-19.91, 12.74, -5.61], [-22.58, 5.55, -4.18], [-21.60, 6.70, -4.04], [-22.19, 7.85, -3.41], [-22.76, 8.75, -4.16], [-22.88, 8.71, -5.38], [-23.22, 9.71, -3.39], [-24.09, 10.71, -3.93], [-23.01, 5.19, -3.24], [-22.03, 4.73, -4.64], [-23.43, 5.75, -4.83], [-21.09, 7.04, -4.94], [-20.74, 6.42, -3.43], [-23.62, 11.51, -4.51], [-24.55, 11.19, -3.07], [-24.79, 10.24, -4.62], [-18.73, 2.78, -6.73], [-18.34, 4.15, -7.23], [-18.97, 4.29, -8.62], [-19.36, 2.97, -8.95], [-18.86, 1.99, -8.01], [-19.63, 2.65, -6.13], [-17.94, 2.37, -6.09], [-17.28, 4.14, -7.49], [-18.55, 4.93, -6.50], [-18.31, 4.66, -9.41], [-19.91, 4.87, -8.58], [-17.95, 1.49, -8.34], [-19.66, 1.26, -7.92]]}



Which formula does entry 6 have? C16H32ClNiO10



What is the formula in the third record? C16H32Cl10InN2OS